[1]
This record from the Open Molecules 2025 dataset describes 2 unconnected molecules or ions with the total composition C2H3ClFNO. The level of theory is ωB97M-V with the def2-TZVPD basis set.

Last column: Löwdin charge in e.
Positions of all 9 atoms, in Å:
C  0.43814  -0.33991  -0.66220  -0.555
C  -0.25898  1.97295  0.98424  -0.565
N  -0.36894  -0.42367  0.38295  0.064
O  1.01624  0.67934  -0.94312  -0.045
F  -1.54184  2.16803  1.33946  -0.013
Cl  0.70596  2.00667  2.28677  0.850
H  0.48421  -1.37070  -1.03216  0.115
H  0.01911  2.47412  0.05879  0.095
H  -0.79210  -1.35857  0.51294  0.054

Its energy above the lowest of the compared OMol25 structures with the same formula, charge and spin is 4.051 eV. As for the calculated total energy: -767.92371 a.u.

***

[2]
This record from the Open Molecules 2025 dataset describes 2 unconnected molecules or ions with the total composition C2H3ClFNO2. The level of theory is ωB97M-V with the def2-TZVPD basis set.

Last column: Löwdin charge in e.
Positions of all 10 atoms, in Å:
C  1.12346  -0.33668  0.04460  -0.109
C  -0.11762  -1.06981  -0.30058  -0.772
N  -1.30503  1.35599  0.19179  -0.205
O  -2.45296  1.67225  -0.00943  0.054
O  -0.32984  1.99388  0.65301  -0.025
F  -0.41089  -1.14819  -1.62009  0.017
Cl  -0.76942  -2.14620  0.79464  0.789
H  0.98203  0.69755  0.58004  0.091
H  1.63820  -0.98315  0.63254  0.023
H  1.64207  -0.03564  -0.96651  0.137

Its energy above the lowest of the compared OMol25 structures with the same formula, charge and spin is 4.380 eV. As for the calculated total energy: -843.09730 a.u.

***

| no. | largest force on an atom (Eh/bohr) |
| --- | --- |
| 1 | 0.0597 |
| 2 | 0.0897 |